Entry 1:
{
  "formula": "C6H13NO",
  "method": "ωB97M-V/def2-TZVPD",
  "symbols": ["C", "C", "C", "O", "N", "C", "C", "C", "H", "H", "H", "H", "H", "H", "H", "H", "H", "H", "H", "H", "H"],
  "coordinates": [[0.407141, 1.387008, 2.620328], [-0.355592, 1.750387, 1.328364], [-0.458737, 0.519004, 0.457069], [-1.436085, -0.207030, 0.486379], [0.648545, 0.251827, -0.288685], [0.659856, -0.789221, -1.333102], [-0.403140, -0.513684, -2.403149], [0.513772, -2.174650, -0.708477], [0.148493, 2.012215, 3.468729], [0.191879, 0.361572, 2.930817], [1.479667, 1.494775, 2.482864], [0.155238, 2.563248, 0.816151], [-1.368710, 2.033327, 1.578125], [1.334789, 0.985483, -0.348358], [1.644653, -0.719499, -1.777391], [-0.517915, 0.547050, -2.597975], [-0.126192, -1.018056, -3.332454], [-1.336025, -0.986910, -2.120926], [0.534055, -2.112952, 0.378119], [1.306302, -2.881192, -0.978083], [-0.400632, -2.695749, -0.979073]],
  "forces_ev_per_a": [[0.031, -0.085, 0.028], [0.262, -0.352, 0.628], [0.075, 0.067, -0.028], [0.039, -0.060, -0.132], [-0.150, -0.008, -0.250], [-0.301, 0.216, 0.293], [0.335, -0.749, -0.231], [0.231, -0.849, 0.307], [-0.181, 0.284, -0.037], [0.030, 0.037, -0.130], [0.143, -0.174, -0.061], [-0.104, 0.140, -0.067], [-0.201, 0.180, -0.084], [0.007, -0.074, -0.059], [0.223, 0.116, -0.141], [-0.112, 0.097, -0.016], [0.177, 0.137, -0.053], [-0.317, 0.386, 0.237], [-0.062, 0.061, -0.008], [0.152, 0.349, -0.160], [-0.278, 0.283, -0.036]],
  "relative_energy_kcal_mol": 6.34,
  "e_tot_ev": -9970.8995,
  "smiles": "CCC(=O)NC(C)C",
  "lumo_ev": 0.8796
}

***

Entry 2:
{
  "formula": "C6H13NO",
  "method": "ωB97M-V/def2-TZVPD",
  "symbols": ["C", "C", "C", "C", "C", "C", "N", "H", "H", "H", "H", "H", "H", "H", "H", "H", "H", "H", "O", "H", "H"],
  "coordinates": [[-0.692056, 0.363814, 2.183777], [-0.199652, 1.001558, 1.146434], [-0.873243, 1.028094, -0.196410], [-2.166749, 0.788981, -0.398224], [0.075261, 1.028960, -1.372801], [1.160959, -0.064983, -1.278997], [0.797764, -1.327418, -1.880447], [-0.150963, 0.303999, 3.121005], [-1.672887, -0.102383, 2.172658], [0.748521, 1.511574, 1.094793], [-2.519195, 0.757970, -1.411823], [-2.874113, 0.689306, 0.421506], [-0.511974, 0.861511, -2.271839], [0.550242, 2.016842, -1.474549], [2.040903, 0.326457, -1.777568], [1.402952, -0.237562, -0.233813], [0.413741, -1.226609, -2.810005], [0.074944, -1.808090, -1.360002], [1.776261, -1.817815, 2.337564], [1.738685, -1.983938, 1.385752], [0.880600, -2.110268, 2.602989]],
  "forces_ev_per_a": [[0.021, -0.084, 1.061], [-0.779, 0.423, -1.753], [0.226, -1.007, 0.201], [0.133, 0.407, 0.490], [0.027, 0.545, 0.345], [-0.498, 0.536, -0.323], [-0.121, -0.714, 0.032], [-0.008, 0.109, -0.029], [0.156, -0.077, -0.202], [0.362, -0.062, 0.668], [-0.366, -0.150, -0.203], [0.030, 0.084, -0.205], [0.039, 0.086, -0.242], [-0.018, -0.161, 0.101], [0.322, -0.152, -0.032], [0.230, -0.032, 0.043], [0.171, 0.219, -0.148], [-0.001, 0.081, 0.216], [-0.943, -0.471, -0.156], [0.308, 0.109, 0.066], [0.711, 0.310, 0.071]],
  "relative_energy_kcal_mol": 52.22,
  "e_tot_ev": -9968.9100,
  "smiles": "C=CC(=C)CCN.O",
  "lumo_ev": 0.7216
}

***

Entry 3:
{
  "formula": "C6H13NO",
  "method": "ωB97M-V/def2-TZVPD",
  "symbols": ["C", "N", "C", "C", "C", "C", "C", "H", "H", "H", "H", "H", "H", "H", "H", "H", "H", "H", "H", "H", "O"],
  "coordinates": [[-1.088731, 1.131018, -1.266379], [-1.557176, 0.959711, 0.087700], [-0.610981, 0.404433, 1.065044], [1.465867, -1.570386, -0.217531], [1.796785, -0.292578, 0.513427], [1.660690, 0.928258, -0.355538], [0.812242, 0.985411, 0.844417], [-0.575711, 2.098288, -1.394367], [-1.979857, 1.203670, -1.915047], [-0.420164, 0.317040, -1.580821], [-2.355041, 0.245414, 0.081413], [-0.925668, 0.735607, 2.052653], [-0.581758, -0.670109, 0.995865], [0.837296, -1.207483, -1.031745], [2.148223, -2.311599, -0.640391], [2.242848, -0.507323, 1.509883], [2.417745, 1.684824, -0.485558], [1.193445, 1.617940, 1.654329], [-2.996452, -2.022464, -0.386645], [0.871230, -2.266729, 0.395288], [-2.354841, -1.462935, 0.074004]],
  "forces_ev_per_a": [[-0.306, -0.286, -0.052], [0.595, 0.903, 0.559], [-0.877, 0.408, -0.745], [-3.078, -0.148, 0.698], [0.837, -0.979, 0.172], [0.552, 0.741, 4.297], [0.212, -1.954, -2.535], [0.096, -0.122, 0.140], [0.497, -0.315, 0.124], [-0.434, 0.103, -0.432], [0.382, -0.642, 0.092], [-0.065, -0.281, 0.125], [-0.131, -0.318, 0.065], [-0.251, -0.683, -0.336], [1.200, 1.159, 0.081], [1.485, 0.705, -1.200], [0.083, 0.357, -0.494], [-0.433, 0.454, -0.589], [0.057, 0.286, 0.075], [-0.311, 0.435, 0.017], [-0.110, 0.178, -0.061]],
  "relative_energy_kcal_mol": 241.08,
  "e_tot_ev": -9960.7200,
  "lumo_ev": -3.5542
}

***

Entry 4:
{
  "formula": "C6H13NO",
  "method": "ωB97M-V/def2-TZVPD",
  "symbols": ["C", "C", "C", "C", "C", "O", "N", "C", "H", "H", "H", "H", "H", "H", "H", "H", "H", "H", "H", "H", "H"],
  "coordinates": [[2.461213, -1.793906, -0.177238], [1.781796, -0.746252, -0.574332], [0.301508, -0.835920, -0.484898], [-0.286034, 0.248417, 0.310591], [-1.001670, -0.530268, 1.507634], [-1.809295, 0.263878, 2.319632], [-1.270142, 1.004869, -0.465854], [-0.869006, 2.014341, -1.383438], [3.499471, -1.764485, -0.439924], [1.985444, -2.661550, 0.444434], [2.246206, 0.158182, -0.872556], [-0.068206, -0.894252, -1.608243], [0.031715, -1.888520, -0.191484], [0.519160, 0.963799, 0.655478], [-0.193428, -1.135529, 1.999655], [-1.592367, -1.477348, 1.171666], [-1.293822, 0.958651, 2.700891], [-2.093518, 1.388770, -0.028781], [-1.527654, 1.808027, -2.235606], [-1.032331, 3.058929, -0.952507], [0.210961, 1.860166, -1.695119]],
  "forces_ev_per_a": [[0.428, -1.503, 1.041], [-1.500, -1.295, 0.857], [0.409, -1.667, -3.657], [-2.557, 0.843, 1.271], [0.796, -1.513, -1.115], [-0.593, -0.759, -0.097], [-0.692, -0.747, 0.872], [1.030, 0.504, -0.612], [0.721, -0.565, 0.623], [1.033, 1.546, -1.696], [0.400, 0.624, -0.770], [0.371, 0.738, 2.090], [0.210, 1.051, 0.294], [-0.568, -0.796, 0.234], [-0.167, 1.110, 0.393], [0.274, 2.251, -0.122], [0.570, 0.622, 0.382], [0.143, -0.783, 1.003], [0.452, 0.961, -0.406], [0.464, -1.034, -0.814], [-1.225, 0.414, 0.229]],
  "relative_energy_kcal_mol": 80.46,
  "e_tot_ev": -9967.6855,
  "smiles": "C=CC[C@H](CO)NC",
  "lumo_ev": 0.8753
}

***

Entry 5:
{
  "formula": "C6H13NO",
  "method": "ωB97M-V/def2-TZVPD",
  "symbols": ["O", "C", "C", "C", "C", "C", "N", "C", "H", "H", "H", "H", "H", "H", "H", "H", "H", "H", "H", "H", "H"],
  "coordinates": [[-1.474608, 2.706758, 2.374964], [-0.854086, 1.966420, 1.659417], [-1.539641, 0.609528, 1.366248], [-0.619018, -0.603266, 1.375369], [0.742725, -0.333536, 0.669634], [0.665333, 0.403526, -0.683642], [1.251087, -0.262799, -1.857211], [0.560253, -1.289995, -2.557407], [0.165933, 2.135371, 1.337556], [-2.131029, 0.516728, 0.448608], [-2.337423, 0.588492, 2.153743], [-0.304098, -0.874902, 2.399723], [-1.102192, -1.572275, 1.166051], [1.364396, -1.203345, 0.475341], [1.459721, 0.169358, 1.375967], [-0.391047, 0.642955, -0.891129], [1.207319, 1.367653, -0.610992], [2.253044, -0.367977, -1.667855], [-0.468039, -1.410202, -2.285645], [0.480235, -0.936501, -3.607287], [1.071138, -2.251981, -2.641458]],
  "forces_ev_per_a": [[0.897, 0.608, -0.425], [-2.197, -1.243, 0.779], [-0.694, -0.373, 0.412], [1.220, -0.802, 1.259], [1.209, -0.712, 0.558], [-0.685, 2.070, -1.069], [-0.209, -1.082, 3.087], [0.119, 0.336, -1.796], [0.559, 0.477, -0.257], [0.180, 0.828, -0.224], [0.831, -0.371, -0.551], [-0.008, 0.626, -0.051], [-0.042, 0.614, -0.960], [-0.486, -0.867, 0.168], [-0.977, 0.245, -0.791], [0.449, -0.189, -0.214], [-0.232, -0.420, -0.051], [0.010, 0.012, -0.995], [-0.464, 0.127, 0.760], [0.190, -0.115, 0.027], [0.330, 0.232, 0.337]],
  "s2": 0.75,
  "relative_energy_kcal_mol": 46.01,
  "e_tot_ev": -9960.3635,
  "total_charge": 1,
  "lumo_ev": [-3.3388, -8.0755],
  "multiplicity": 2
}

***

Entry 6:
{
  "formula": "C6H13NO2",
  "method": "ωB97M-V/def2-TZVPD",
  "symbols": ["C", "N", "C", "C", "O", "C", "C", "C", "O", "H", "H", "H", "H", "H", "H", "H", "H", "H", "H", "H", "H", "H"],
  "coordinates": [[-1.284502, 1.388864, -0.067524], [-1.558511, -0.046538, -0.050740], [-2.867640, -0.508473, 0.161496], [-0.505450, -0.836941, 0.224292], [-0.489462, -2.018395, 0.483657], [1.262231, -0.207616, 0.137010], [2.331412, -1.160751, 0.800300], [1.634179, 0.016254, -1.345271], [1.282794, 0.995329, 0.854390], [-0.737104, 1.555463, -1.052403], [-2.257620, 1.972885, -0.104763], [-0.653259, 1.644158, 0.719501], [-3.362324, -0.878084, -0.730978], [-2.958907, -1.301590, 0.939379], [-3.463941, 0.288517, 0.457892], [2.196044, -2.138740, 0.434893], [2.151737, -1.172696, 1.832034], [3.255969, -0.612036, 0.664211], [1.522439, -1.055498, -1.598636], [0.996852, 0.801405, -1.862681], [2.718018, 0.321049, -1.538808], [2.183702, 1.256499, 1.152176]],
  "forces_ev_per_a": [[-1.438, 0.221, -3.345], [1.853, 0.509, 0.586], [-1.112, -2.259, 0.305], [4.258, -0.426, -0.063], [-1.026, -0.026, -0.045], [-0.910, 0.472, 0.009], [-2.219, 1.958, -1.047], [0.166, -0.214, 0.305], [0.578, 1.314, 1.032], [-0.695, 0.426, 1.316], [1.276, -0.782, 0.173], [0.661, 0.774, 1.236], [0.190, -0.341, -0.392], [0.399, 0.493, -0.549], [-1.048, 1.547, 0.792], [0.619, -1.181, -0.661], [-0.430, -0.131, 1.613], [0.526, -0.596, -0.467], [-0.082, 0.729, -1.461], [0.517, -1.486, 0.476], [-1.269, -0.442, 0.651], [-0.815, -0.558, -0.463]],
  "relative_energy_kcal_mol": 62.81,
  "e_tot_ev": -12016.0013,
  "smiles": "CN(C)C(=O)C(C)(C)O",
  "lumo_ev": 0.7901
}